Version i
C2H4N4O2 | wB97M-V/def2-TZVPD

Values from the calculation:
- HOMO energy (Eh) = -0.33034
- gap between HOMO and LUMO (eV) = 9.5539
- total charge = 0

```
12
Properties=species:S:1:pos:R:3:lowdin_charge:R:1
C 1.01794 0.68477 1.35726 -0.194
C -0.39624 0.08542 0.02899 -0.388
H 0.05606 -1.18493 -2.02048 0.179
H 1.27114 -2.50537 -1.09432 0.120
H 1.69956 1.21343 1.92922 0.121
H -2.01678 1.66837 -0.13298 0.141
N 1.03757 -1.44280 -1.33733 0.015
N 0.71075 -0.89521 0.01168 -0.135
N -0.24162 0.89951 1.18778 0.182
N -1.33015 0.06807 -0.79793 -0.011
O 1.70776 -0.13407 0.57932 0.026
O -2.45478 0.85662 -0.63536 -0.056
```

Version ii
C2H4N4O2 | wB97M-V/def2-TZVPD

Values from the calculation:
- structure (SMILES) = [H]/N=c1/c(O)non1N
- HOMO energy (Eh) = -0.32569
- gap between HOMO and LUMO (eV) = 9.4992
- total charge = 0

```
12
Properties=species:S:1:pos:R:3:lowdin_charge:R:1
H -0.56058 2.36036 -0.05740 0.077
N 0.36129 1.85592 0.04171 0.160
C 0.26446 0.64448 -0.33184 -0.299
C 1.39236 -0.32782 -0.16056 -0.380
O 2.63183 0.05018 -0.00367 0.144
N 0.96971 -1.51735 0.05138 0.159
O -0.45904 -1.51182 -0.08781 -0.077
N -0.83299 -0.26459 -0.46637 -0.170
N -2.07013 0.03544 0.14345 0.113
H 3.12441 -0.74057 0.17395 0.117
H -2.01772 -0.24077 1.08985 0.082
H -2.80362 -0.34344 -0.39270 0.074
```

Version iii
C2H4N4O2 | wB97M-V/def2-TZVPD

Values from the calculation:
- structure (SMILES) = [H]/N=c1/[nH]c(=O)on1N
- HOMO energy (Eh) = -0.37953
- gap between HOMO and LUMO (eV) = 10.5875
- total charge = 0

```
12
Properties=species:S:1:pos:R:3:lowdin_charge:R:1
H 1.43405 -0.39387 -1.37740 0.042
N 1.30643 -1.06082 -0.58450 0.159
C 0.41413 -0.53811 0.11824 -0.512
N -0.25147 -0.99894 1.31904 0.219
C -1.33289 -0.20595 1.46405 -0.419
O -2.07693 -0.07250 2.49795 0.053
O -1.41175 0.62765 0.29706 0.055
N -0.00037 0.69035 -0.10949 -0.046
N 0.13998 1.24117 -1.56698 0.087
H 0.29244 -1.71335 1.74909 0.162
H 0.22774 0.67225 -2.31239 -0.008
H 1.25863 1.75211 -1.49466 0.207
```

Last place for stability: version i

Version i
H2NO3PS | wB97M-V/def2-TZVPD

Values from the calculation:
- HOMO energy (alpha / beta) (Eh) = 0.05660 / 0.02680
- gap between HOMO and LUMO (alpha / beta) (eV) = 4.5837 / 5.3870
- total charge = -2

```
8
Properties=species:S:1:pos:R:3:lowdin_charge:R:1
N -0.14453 0.97787 0.59131 -0.757
O -0.95958 -1.26143 -0.49695 -0.502
O 0.85152 0.24378 -1.51396 -0.452
O -1.60725 0.85184 -2.01855 -0.308
P -0.48895 0.12498 -0.85826 0.079
S -0.04707 0.08938 1.85127 0.237
H -1.90018 2.67883 0.93911 -0.229
H -1.95541 1.44571 -1.33996 -0.069
```

Version ii
H2NO3PS | wB97M-V/def2-TZVPD

Values from the calculation:
- HOMO energy (Eh) = 0.02455
- gap between HOMO and LUMO (eV) = 5.7585
- total charge = -2

```
8
Properties=species:S:1:pos:R:3:lowdin_charge:R:1
N -0.02898 0.61973 -0.73666 -0.712
O 4.22622 1.53992 -0.18405 -0.422
O 4.68028 -0.82127 -1.14356 -0.444
O 3.18311 -0.62810 0.96087 -0.417
P 3.96298 0.05693 -0.14444 0.280
S -1.11091 0.74318 0.46650 0.055
H 1.00087 0.51454 -0.50503 -0.113
H -1.46480 2.30311 1.21788 -0.228
```

Last place for stability: version i

Version i
C5H8P2 | wB97M-V/def2-TZVPD

Values from the calculation:
- HOMO energy (Eh) = -0.29211
- gap between HOMO and LUMO (eV) = 7.4205
- total charge = 0

```
15
Properties=species:S:1:pos:R:3:lowdin_charge:R:1
C -1.21476 1.92367 -2.78990 -0.064
C -1.52656 2.44650 -1.61931 -0.110
C -0.17452 2.41798 -1.92950 -0.676
C 1.63615 -0.97157 2.09095 -0.237
C 1.30172 -0.89277 0.61233 -0.786
P 0.90651 1.00161 -1.34325 0.713
P -0.01952 0.20916 0.42957 0.650
H -1.41214 1.63611 -3.80544 0.098
H -2.20579 2.76060 -0.78371 0.123
H 0.39914 3.19297 -2.18143 0.020
H 0.70732 -1.23481 2.63644 0.052
H 2.11749 -1.91190 2.35934 0.050
H 2.28963 -0.07410 2.52739 0.116
H 1.00430 -1.90163 0.32942 0.067
H 2.10462 -0.70347 -0.04515 -0.018
```

Version ii
C5H8P2 | wB97M-V/def2-TZVPD

Values from the calculation:
- structure (SMILES) = [PH2]#[PH]C1C=CC=C1
- HOMO energy (Eh) = -0.31621
- gap between HOMO and LUMO (eV) = 9.1997
- total charge = 0

```
15
Properties=species:S:1:pos:R:3:lowdin_charge:R:1
P -2.45593 -0.19948 -1.25938 0.489
P -0.33458 0.01338 -1.59106 0.577
C 0.19558 0.38070 0.18006 -0.611
C 1.52395 0.99206 0.34602 -0.125
C 2.11304 0.32200 1.33782 -0.120
C 1.29389 -0.70326 1.83700 -0.135
C 0.08550 -0.79136 1.21235 -0.069
H -2.73065 -0.88911 -2.42765 -0.168
H -2.15210 -1.37464 -0.67303 -0.207
H -0.70536 1.30712 -1.95723 -0.135
H -0.56830 1.29918 0.20456 0.127
H 1.82410 1.66302 -0.32279 0.060
H 3.12559 0.48754 1.76683 0.118
H 1.45499 -1.33971 2.71186 0.106
H -0.78207 -1.43640 1.40899 0.092
```

Last place for stability: version i

Version i
C5H8P2 | wB97M-V/def2-TZVPD

Values from the calculation:
- structure (SMILES) = C=C/C=C\C=P#[PH2]
- HOMO energy (Eh) = -0.30903
- gap between HOMO and LUMO (eV) = 8.1871
- total charge = 0

```
15
Properties=species:S:1:pos:R:3:lowdin_charge:R:1
C 1.44102 -0.11020 1.17456 -0.025
C 0.18057 -0.41140 1.29571 -0.309
C -0.58940 -1.31906 0.42350 -0.119
C -0.44531 -1.30910 -0.91787 -0.180
C 0.23885 -0.25536 -1.70715 -0.522
P 0.29977 1.49218 -1.89403 0.619
P -0.50234 2.22685 0.04318 0.506
H 1.89222 0.48911 1.86287 0.034
H 1.98767 -0.41762 0.31618 0.063
H -0.32345 -0.06482 2.18813 0.096
H -1.12814 -2.08000 0.97714 0.102
H -1.17663 -1.87243 -1.47110 0.093
H 0.83518 -0.69462 -2.48677 0.005
H -1.22910 1.28113 0.70539 -0.175
H -1.48092 3.04533 -0.50975 -0.188
```

Version ii
C5H8P2 | wB97M-V/def2-TZVPD

Values from the calculation:
- structure (SMILES) = [H]/P=C\PC(C)=C=C
- HOMO energy (Eh) = -0.32163
- gap between HOMO and LUMO (eV) = 8.5347
- total charge = 0

```
15
Properties=species:S:1:pos:R:3:lowdin_charge:R:1
H 1.88236 -1.13772 -2.59972 -0.173
P 0.94969 -2.15422 -2.19972 0.728
C 0.74655 -1.58268 -0.60897 -0.826
P 1.60890 -0.08416 -0.26666 0.781
C 0.14531 0.65399 0.43170 -0.591
C -0.12460 0.48873 1.93393 -0.115
C -0.71693 1.05655 -0.44663 -0.185
C -1.76663 1.25733 -1.15223 0.013
H -0.17334 -1.85192 0.03687 0.050
H 2.21436 -0.31263 1.03082 -0.045
H 0.57996 1.22392 2.42923 0.091
H 0.31583 -0.49893 2.22409 0.053
H -1.23091 0.29742 2.18115 0.104
H -2.41701 0.44058 -1.39112 0.059
H -2.01355 2.20373 -1.60274 0.056
```

Last place for stability: version ii

Version i
C4H8O3S2 | wB97M-V/def2-TZVPD

Values from the calculation:
- HOMO energy (alpha / beta) (Eh) = -0.20043 / -0.35468
- gap between HOMO and LUMO (alpha / beta) (eV) = 5.5532 / 6.7581
- total charge = 0
- spin multiplicity = 3

```
17
Properties=species:S:1:pos:R:3:mulliken_spin:R:1
C -2.63363 -0.13821 -0.31866 0.008
C -2.64643 -0.94263 0.73720 0.017
C 1.14729 0.25357 -0.94897 0.322
C 2.62396 0.72140 -0.90741 0.035
O 1.26827 -1.26902 0.88872 0.320
O -0.66095 0.12856 2.36193 0.193
O 0.63763 1.05599 0.48809 -0.045
S 0.72059 -1.35931 -0.54613 0.687
S 0.67127 0.31438 1.83882 0.452
H -2.48554 0.86759 -0.24662 -0.002
H -2.73240 -0.59084 -1.30524 0.003
H -2.63137 -2.02786 0.74887 0.001
H -2.52557 -0.47445 1.72968 -0.001
H 0.56173 0.73193 -1.77479 -0.004
H 3.02065 0.51568 -1.88584 0.008
H 3.16013 0.36491 -0.12223 -0.004
H 2.50437 1.84829 -0.73741 0.009
```

Version ii
C4H8O3S2 | wB97M-V/def2-TZVPD

Values from the calculation:
- HOMO energy (alpha / beta) (Eh) = -0.21609 / -0.35000
- gap between HOMO and LUMO (alpha / beta) (eV) = 6.4546 / 6.0962
- total charge = 0
- spin multiplicity = 3

```
17
Properties=species:S:1:pos:R:3:mulliken_spin:R:1
C 1.24696 -1.24469 -0.57719 0.003
C 0.43712 0.02912 -1.00289 0.011
C -1.03403 0.19743 -0.40751 0.108
C -0.95109 1.09386 0.81021 0.602
O 1.67593 -1.24914 0.74485 0.009
O 1.23036 1.17348 -0.80926 0.022
O -0.02434 1.13150 1.61430 0.782
S -1.76967 -1.36262 0.02057 0.193
S -2.38862 2.09462 0.99556 0.256
H 0.72652 -2.26058 -0.96400 -0.002
H 2.12962 -1.22769 -1.21479 0.003
H 0.13916 -0.11599 -2.01014 0.008
H -1.78699 0.67896 -1.01180 0.010
H 1.88788 1.02824 -0.05855 -0.005
H -0.74640 -2.05717 0.45936 -0.001
H 1.15696 -0.57719 1.23243 -0.004
H -1.92937 2.66784 2.17885 0.004
```

Version iii
C4H8O3S2 | wB97M-V/def2-TZVPD

Values from the calculation:
- HOMO energy (alpha / beta) (Eh) = -0.18599 / -0.35211
- gap between HOMO and LUMO (alpha / beta) (eV) = 5.4158 / 5.5535
- total charge = 0
- spin multiplicity = 3

```
17
Properties=species:S:1:pos:R:3:mulliken_spin:R:1
C 1.85871 0.13173 0.02785 0.017
C 0.68463 0.33572 -0.94588 0.062
C -0.57901 -0.63436 -0.66638 0.080
C -1.48503 -0.05150 0.48744 0.457
O 1.62072 0.65385 1.29783 0.014
O 0.03466 1.67607 -1.09198 -0.018
O -1.18005 0.20840 1.62279 0.203
S -0.17147 -2.33915 -0.17577 1.050
S -3.14338 -0.11068 -0.06490 0.116
H 2.28377 -0.90772 -0.03627 -0.013
H 2.65783 0.73050 -0.32763 -0.002
H 1.04798 -0.14399 -1.86855 0.020
H -1.24758 -0.76182 -1.55210 -0.046
H 0.58467 2.35655 -0.70908 0.009
H 0.04025 -1.89922 1.12563 0.052
H 0.58775 0.46431 1.59809 -0.006
H -3.59444 0.29129 1.27890 0.005
```

Last place for stability: version i

Version i
C2H12O3S2 | wB97M-V/def2-TZVPD

Values from the calculation:
- structure (SMILES) = CSSC.O.O.O
- HOMO energy (Eh) = -0.34444
- gap between HOMO and LUMO (eV) = 9.5898
- total charge = 0

```
19
Properties=species:S:1:pos:R:3:lowdin_charge:R:1
C 0.42863 -0.61822 1.94737 -0.469
S 1.93156 -0.01515 1.21717 0.464
S 1.37189 1.52282 -0.14318 0.458
C 1.31626 0.88860 -1.87574 -0.414
H 0.29873 0.13923 2.69367 0.020
H -0.24372 -0.45966 1.12658 -0.019
H 0.32636 -1.71319 2.08684 0.065
H 0.75107 -0.03169 -1.92376 0.029
H 0.88219 1.51695 -2.67661 0.053
H 2.36364 0.83129 -2.13541 0.011
O -2.25994 -3.43661 -1.36799 -0.167
H -2.38817 -2.76919 -0.59157 0.024
H -1.51612 -4.03980 -0.97611 0.071
O -2.86518 -0.99423 -0.08167 -0.077
H -3.58270 -0.70492 -0.76229 0.122
H -2.26735 -0.32350 -0.32049 -0.043
O -1.76877 1.63884 -0.28667 -0.079
H -1.94122 2.56553 -0.27446 0.033
H -0.85615 1.57992 0.03062 -0.081
```

Version ii
C2H12O3S2 | wB97M-V/def2-TZVPD

Values from the calculation:
- structure (SMILES) = CSSC.O.O.O
- HOMO energy (Eh) = -0.31649
- gap between HOMO and LUMO (eV) = 9.2059
- total charge = 0

```
19
Properties=species:S:1:pos:R:3:lowdin_charge:R:1
C 0.52330 2.38875 0.04336 -0.424
S 0.30894 1.50850 1.64440 0.420
S 0.72205 -0.42250 1.22558 0.407
C 2.49116 -0.49811 0.85085 -0.447
H 0.00960 1.85679 -0.75290 0.013
H 1.59199 2.36056 -0.17681 0.019
H 0.15275 3.38915 0.22086 0.025
H 2.66280 -1.40493 0.28561 0.029
H 3.13339 -0.48221 1.71086 0.025
H 2.73004 0.35380 0.21846 0.020
O 0.20092 -0.21934 -2.19436 -0.082
H -0.41591 -0.91914 -1.92010 0.008
H 1.03468 -0.70486 -2.26883 0.038
O -2.26117 -2.16553 -1.17606 -0.057
H -2.98487 -1.87099 -1.73333 0.043
H -2.58908 -2.38607 -0.29700 0.034
O -2.81415 -0.41602 1.49915 -0.081
H -2.49685 0.20469 0.82901 0.023
H -1.99959 -0.57254 1.99126 -0.011
```

Last place for stability: version i